No. 1
# C6H11N

An isolated molecule of C6H11N (ωB97M-V/def2-TZVPD, the Open Molecules 2025 dataset).

Structure (ORCA input):
```
! RIJCOSX wB97M-V def2-TZVPD def2/J DEFGRID3
* xyz 0 1
C 0.53 0.58 -0.30
C -0.34 -1.90 0.12
C 0.97 0.88 -1.50
C -0.76 -1.13 1.41
C 1.77 2.15 -1.75
C -2.25 -0.82 1.44
N 0.03 -0.53 0.36
H 0.83 1.31 0.56
H 0.38 -2.74 0.17
H -1.07 -2.04 -0.71
H 0.87 0.29 -2.44
H -0.38 -1.41 2.40
H 1.76 2.86 -0.88
H 1.62 2.76 -2.66
H 2.75 1.68 -1.82
H -2.86 -1.53 1.02
H -2.33 0.00 0.79
H -2.64 -0.54 2.44
*
```

The value obtained for the total energy is -7887.1580 eV. The calculation puts the largest force on an atom at 4.493 eV/Å. The SMILES is C/C=C/N1C[C@@H]1C.

***

No. 2
# C35H30Cl2N6NaO

A structure of composition C35H30Cl2N6NaO (ωB97M-V/def2-TZVPD, the Open Molecules 2025 dataset).

Structure (ORCA input):
```
! RIJCOSX wB97M-V def2-TZVPD def2/J DEFGRID3
* xyz -1 1
Na -0.57 -0.18 1.29
C -1.02 -2.22 -1.68
C -1.82 -2.44 -0.38
C -3.13 -1.70 -0.22
C -4.06 -2.17 0.71
C -5.22 -1.46 0.91
C -5.43 -0.29 0.18
C -4.46 0.09 -0.73
N -3.34 -0.61 -0.94
N 0.00 -1.14 -1.70
C -0.48 -0.04 -2.56
C 0.38 1.19 -2.76
C 1.08 1.36 -3.96
C 1.79 2.53 -4.16
C 1.78 3.50 -3.18
C 1.04 3.25 -2.03
N 0.35 2.14 -1.83
C 1.27 -1.71 -2.14
C 2.59 -1.14 -1.63
C 3.72 -1.95 -1.76
C 4.94 -1.48 -1.31
C 5.00 -0.22 -0.74
C 3.83 0.51 -0.66
N 2.65 0.06 -1.09
H -1.72 -2.11 -2.51
H -0.49 -3.16 -1.83
H -1.20 -2.19 0.50
H -2.02 -3.51 -0.31
H -3.85 -3.05 1.29
H -5.95 -1.79 1.63
H -6.31 0.32 0.33
H -4.57 0.99 -1.32
H -1.42 0.30 -2.13
H -0.68 -0.46 -3.56
H 1.06 0.58 -4.71
H 2.34 2.68 -5.08
H 2.31 4.43 -3.30
H 0.98 3.99 -1.23
H 1.34 -1.74 -3.25
H 1.30 -2.74 -1.81
H 3.64 -2.94 -2.20
H 5.83 -2.09 -1.39
H 5.94 0.19 -0.37
H 3.82 1.51 -0.22
Cl -1.10 6.86 3.13
C -1.18 5.25 2.43
C -2.16 4.98 1.46
C -2.24 3.73 0.92
C -1.36 2.64 1.29
O -1.55 1.49 0.85
C -0.30 3.01 2.21
C 0.81 2.16 2.54
N 1.18 1.12 1.87
C 2.43 0.56 2.02
C 3.56 1.28 2.38
C 4.83 0.70 2.42
C 5.02 -0.61 2.07
C 3.91 -1.38 1.66
C 4.04 -2.73 1.25
C 2.93 -3.42 0.86
C 1.69 -2.76 0.86
N 1.53 -1.52 1.22
C 2.61 -0.81 1.63
C -0.29 4.29 2.80
H -2.84 5.76 1.15
H -3.01 3.49 0.19
H 1.40 2.49 3.41
H 3.45 2.34 2.60
H 5.68 1.31 2.71
H 6.00 -1.06 2.08
H 5.02 -3.19 1.27
H 3.00 -4.46 0.55
H 0.78 -3.30 0.57
H 0.48 4.53 3.53
Cl -1.54 -1.74 2.93
*
```

The value obtained for the total energy is -77235.2109 eV. The calculation puts the largest force on an atom at 1.492 eV/Å.

***

No. 3
# C9H9BBr2F4MnO2

A structure of composition C9H9BBr2F4MnO2 (ωB97M-V/def2-TZVPD, the Open Molecules 2025 dataset).

Structure (ORCA input):
```
! RIJCOSX wB97M-V def2-TZVPD def2/J DEFGRID3
* xyz 0 6
Mn -0.88 1.48 0.12
Br -0.65 6.35 0.26
C 0.93 5.48 0.00
Br -2.56 3.01 0.12
H 0.90 4.49 -0.35
H 1.76 5.74 0.65
C -3.49 -1.69 -0.20
C -2.06 -1.11 -0.18
O -2.09 0.11 -0.34
C -0.87 -1.87 0.01
C -0.90 -3.27 -0.05
C 0.26 -4.03 -0.02
C 1.46 -3.34 0.09
C 1.55 -1.98 0.14
C 0.37 -1.21 0.07
O 0.42 0.10 0.06
H -3.71 -1.69 0.89
H -3.61 -2.76 -0.44
H -4.10 -0.97 -0.80
H -1.88 -3.71 -0.14
H 0.24 -5.09 0.01
H 2.41 -3.82 0.10
H 2.54 -1.57 0.00
F 0.57 2.57 0.33
B 3.35 2.22 -0.09
F 3.53 1.45 0.94
F 3.02 1.59 -1.20
F 3.50 3.53 0.04
*
```

The value obtained for the total energy is -196530.4429 eV. The calculation puts the largest force on an atom at 2.524 eV/Å.

***

No. 4
# H66O33

A cluster of 33 separate species, H66O33 in total (ωB97M-V/def2-TZVPD, the Open Molecules 2025 dataset).

Structure (ORCA input):
```
! RIJCOSX wB97M-V def2-TZVPD def2/J DEFGRID3
* xyz 0 1
O 7.81 9.80 11.50
H 8.03 8.96 11.87
H 7.75 10.45 12.22
O 16.13 15.36 9.57
H 15.89 16.09 10.17
H 15.33 15.11 9.06
O 14.71 9.49 9.72
H 15.44 9.03 10.10
H 14.90 9.73 8.78
O 8.03 11.38 13.85
H 8.58 10.58 14.09
H 8.01 11.94 14.66
O 12.43 13.52 9.67
H 11.72 13.21 9.08
H 12.10 14.29 10.17
O 14.74 6.24 15.20
H 14.12 6.95 15.17
H 15.45 6.59 14.60
O 13.93 5.03 8.08
H 14.11 5.07 7.13
H 13.13 5.53 8.09
O 10.97 12.12 13.49
H 11.59 12.01 12.77
H 10.24 11.51 13.47
O 11.96 8.74 8.89
H 12.54 9.22 9.47
H 11.12 9.21 8.97
O 16.19 12.46 8.66
H 16.69 13.29 8.50
H 16.94 11.95 9.05
O 14.70 10.67 7.25
H 15.40 11.35 7.50
H 14.49 10.80 6.38
O 11.22 15.68 11.77
H 12.02 15.44 12.28
H 11.05 16.58 12.14
O 14.17 14.63 7.95
H 13.42 14.34 8.42
H 13.92 15.23 7.24
O 17.99 10.99 9.98
H 18.23 10.13 10.36
H 17.50 11.37 10.73
O 8.00 6.33 9.46
H 8.40 6.13 8.62
H 7.67 7.19 9.35
O 8.10 12.68 9.14
H 8.33 13.22 9.91
H 8.65 11.89 9.37
O 6.79 8.95 9.02
H 6.17 9.23 8.32
H 6.88 9.57 9.75
O 15.63 5.94 10.26
H 16.05 5.09 10.44
H 14.99 5.74 9.56
O 9.97 6.55 13.96
H 9.93 6.20 13.05
H 10.10 5.82 14.54
O 16.15 7.93 12.53
H 15.61 7.26 12.20
H 15.63 8.59 13.00
O 10.31 5.88 11.37
H 9.68 6.16 10.70
H 11.11 6.45 11.38
O 12.95 7.36 11.52
H 13.70 6.77 11.53
H 13.01 7.68 10.62
O 18.45 9.15 11.89
H 19.31 8.78 12.34
H 17.75 8.51 12.11
O 9.49 13.69 11.37
H 9.78 13.38 12.29
H 9.84 14.63 11.41
O 10.97 12.84 7.54
H 10.08 12.58 7.22
H 11.55 12.42 6.84
O 13.57 9.34 13.61
H 13.45 10.27 13.39
H 12.92 8.83 13.03
O 8.25 12.39 6.58
H 7.94 12.97 5.94
H 7.86 12.64 7.42
O 11.26 5.92 8.28
H 11.22 5.38 9.08
H 11.30 6.86 8.58
O 16.23 13.00 11.87
H 16.43 13.47 11.00
H 15.29 12.74 11.84
O 9.93 9.34 14.35
H 10.74 9.82 14.64
H 10.00 8.33 14.42
O 13.57 14.98 12.66
H 14.05 15.06 13.46
H 14.33 14.83 12.09
O 9.83 10.56 9.87
H 10.11 11.29 10.38
H 8.93 10.37 10.22
O 13.60 11.57 11.62
H 14.14 10.98 11.11
H 13.15 12.15 10.98
*
```

The value obtained for the total energy is -68644.4199 eV. The calculation puts the largest force on an atom at 3.654 eV/Å.

***

> The highest largest force on an atom belongs to which entry?

C6H11N

***

Repeat the fourth record exactly.
# H66O33

A cluster of 33 separate species, H66O33 in total (ωB97M-V/def2-TZVPD, the Open Molecules 2025 dataset).

Structure (ORCA input):
```
! RIJCOSX wB97M-V def2-TZVPD def2/J DEFGRID3
* xyz 0 1
O 7.81 9.80 11.50
H 8.03 8.96 11.87
H 7.75 10.45 12.22
O 16.13 15.36 9.57
H 15.89 16.09 10.17
H 15.33 15.11 9.06
O 14.71 9.49 9.72
H 15.44 9.03 10.10
H 14.90 9.73 8.78
O 8.03 11.38 13.85
H 8.58 10.58 14.09
H 8.01 11.94 14.66
O 12.43 13.52 9.67
H 11.72 13.21 9.08
H 12.10 14.29 10.17
O 14.74 6.24 15.20
H 14.12 6.95 15.17
H 15.45 6.59 14.60
O 13.93 5.03 8.08
H 14.11 5.07 7.13
H 13.13 5.53 8.09
O 10.97 12.12 13.49
H 11.59 12.01 12.77
H 10.24 11.51 13.47
O 11.96 8.74 8.89
H 12.54 9.22 9.47
H 11.12 9.21 8.97
O 16.19 12.46 8.66
H 16.69 13.29 8.50
H 16.94 11.95 9.05
O 14.70 10.67 7.25
H 15.40 11.35 7.50
H 14.49 10.80 6.38
O 11.22 15.68 11.77
H 12.02 15.44 12.28
H 11.05 16.58 12.14
O 14.17 14.63 7.95
H 13.42 14.34 8.42
H 13.92 15.23 7.24
O 17.99 10.99 9.98
H 18.23 10.13 10.36
H 17.50 11.37 10.73
O 8.00 6.33 9.46
H 8.40 6.13 8.62
H 7.67 7.19 9.35
O 8.10 12.68 9.14
H 8.33 13.22 9.91
H 8.65 11.89 9.37
O 6.79 8.95 9.02
H 6.17 9.23 8.32
H 6.88 9.57 9.75
O 15.63 5.94 10.26
H 16.05 5.09 10.44
H 14.99 5.74 9.56
O 9.97 6.55 13.96
H 9.93 6.20 13.05
H 10.10 5.82 14.54
O 16.15 7.93 12.53
H 15.61 7.26 12.20
H 15.63 8.59 13.00
O 10.31 5.88 11.37
H 9.68 6.16 10.70
H 11.11 6.45 11.38
O 12.95 7.36 11.52
H 13.70 6.77 11.53
H 13.01 7.68 10.62
O 18.45 9.15 11.89
H 19.31 8.78 12.34
H 17.75 8.51 12.11
O 9.49 13.69 11.37
H 9.78 13.38 12.29
H 9.84 14.63 11.41
O 10.97 12.84 7.54
H 10.08 12.58 7.22
H 11.55 12.42 6.84
O 13.57 9.34 13.61
H 13.45 10.27 13.39
H 12.92 8.83 13.03
O 8.25 12.39 6.58
H 7.94 12.97 5.94
H 7.86 12.64 7.42
O 11.26 5.92 8.28
H 11.22 5.38 9.08
H 11.30 6.86 8.58
O 16.23 13.00 11.87
H 16.43 13.47 11.00
H 15.29 12.74 11.84
O 9.93 9.34 14.35
H 10.74 9.82 14.64
H 10.00 8.33 14.42
O 13.57 14.98 12.66
H 14.05 15.06 13.46
H 14.33 14.83 12.09
O 9.83 10.56 9.87
H 10.11 11.29 10.38
H 8.93 10.37 10.22
O 13.60 11.57 11.62
H 14.14 10.98 11.11
H 13.15 12.15 10.98
*
```

The value obtained for the total energy is -68644.4199 eV. The calculation puts the largest force on an atom at 3.654 eV/Å.

***

> Which of these has the highest total energy?

C6H11N